Density functional theory data (the ωB97M-V functional and the def2-TZVPD basis) for a single C3H6N2OS molecule at a distorted geometry.

Values from the calculation:
Max |F|, hartree/bohr: 0.061
HOMO-LUMO gap, eV: 10.0791
Calculated total energy, eV: -19069.501

Last column: Mulliken charge in e.
Positions of all 13 atoms, in Å:
C -0.564 -2.084 -3.272  0.34
C 0.300 0.824 0.122  -1.19
C -0.120 -0.562 -0.167  0.25
N -0.891 -1.913 -4.339  -0.37
N 0.715 -1.098 -1.264  -0.43
O -0.055 -1.438 0.924  -0.55
S 0.162 -2.586 -1.821  -0.07
H 1.319 0.817 -0.100  0.38
H 0.179 0.894 1.229  0.31
H -0.356 1.563 -0.321  0.31
H -1.117 -0.620 -0.438  0.40
H 1.758 -1.144 -1.290  0.28
H 0.861 -1.296 1.240  0.34